{"formula": "C23H31N3O4", "method": "ωB97M-V/def2-TZVPD", "e_tot_ev": -37014.359, "relative_energy_kj_mol": 93.8, "smiles": "CCOc1ccccc1-c1nc(CN2CCC(C(=O)N3CCOCC3)CC2)c(C)o1", "molar_mass_g_mol": 413.52, "species": ["C", "C", "O", "C", "C", "C", "C", "C", "C", "C", "N", "C", "C", "N", "C", "C", "C", "C", "O", "N", "C", "C", "O", "C", "C", "C", "C", "C", "C", "O", "H", "H", "H", "H", "H", "H", "H", "H", "H", "H", "H", "H", "H", "H", "H", "H", "H", "H", "H", "H", "H", "H", "H", "H", "H", "H", "H", "H", "H", "H", "H"], "xyz": [[6.232, 3.060, -1.145], [5.269, 2.949, 0.034], [4.625, 1.693, 0.093], [5.288, 0.600, 0.545], [6.569, 0.613, 1.089], [7.155, -0.553, 1.549], [6.479, -1.759, 1.477], [5.208, -1.790, 0.940], [4.599, -0.628, 0.471], [3.267, -0.735, -0.081], [2.571, -1.840, -0.138], [1.391, -1.503, -0.731], [0.311, -2.500, -0.986], [-0.994, -1.941, -0.671], [-2.089, -2.749, -1.173], [-3.399, -1.974, -1.037], [-3.624, -1.607, 0.432], [-4.956, -0.917, 0.712], [-5.760, -1.465, 1.448], [-5.264, 0.269, 0.131], [-4.443, 1.165, -0.649], [-4.241, 2.473, 0.133], [-5.472, 3.076, 0.448], [-6.282, 2.204, 1.207], [-6.536, 0.894, 0.459], [-2.404, -0.879, 1.006], [-1.154, -1.716, 0.755], [1.416, -0.165, -1.017], [0.424, 0.741, -1.645], [2.611, 0.320, -0.601], [7.043, 2.341, -1.055], [5.700, 2.863, -2.072], [6.651, 4.062, -1.183], [5.777, 3.174, 0.980], [4.449, 3.662, -0.091], [7.124, 1.535, 1.165], [8.150, -0.512, 1.967], [6.941, -2.666, 1.835], [4.650, -2.709, 0.867], [0.315, -2.768, -2.048], [0.536, -3.409, -0.404], [-2.167, -3.710, -0.633], [-1.904, -2.968, -2.228], [-3.341, -1.091, -1.671], [-4.227, -2.591, -1.391], [-3.712, -2.552, 0.983], [-3.479, 0.730, -0.888], [-4.973, 1.393, -1.583], [-3.690, 3.198, -0.468], [-3.679, 2.259, 1.056], [-7.217, 2.736, 1.387], [-5.796, 1.984, 2.170], [-7.107, 0.201, 1.076], [-7.078, 1.100, -0.471], [-2.258, 0.097, 0.545], [-2.537, -0.733, 2.080], [-1.227, -2.672, 1.304], [-0.273, -1.184, 1.120], [0.780, 1.086, -2.616], [-0.506, 0.195, -1.770], [0.260, 1.615, -1.016]], "nbo_charge": [-0.638, -0.060, -0.487, 0.325, -0.311, -0.177, -0.250, -0.157, -0.105, 0.467, -0.472, 0.059, -0.231, -0.451, -0.212, -0.395, -0.316, 0.701, -0.637, -0.447, -0.245, -0.077, -0.522, -0.078, -0.259, -0.388, -0.228, 0.258, -0.668, -0.387, 0.213, 0.216, 0.215, 0.170, 0.195, 0.216, 0.213, 0.216, 0.238, 0.209, 0.189, 0.164, 0.202, 0.198, 0.219, 0.233, 0.218, 0.199, 0.196, 0.163, 0.198, 0.168, 0.257, 0.192, 0.194, 0.219, 0.166, 0.216, 0.222, 0.251, 0.221]}

=====

{"formula": "C6H12N", "method": "ωB97M-V/def2-TZVPD", "e_tot_ev": -7894.826, "total_charge": 1, "relative_energy_kj_mol": 505.2, "molar_mass_g_mol": 98.17, "species": ["C", "C", "C", "C", "C", "C", "N", "H", "H", "H", "H", "H", "H", "H", "H", "H", "H", "H", "H"], "xyz": [[0.285, -0.433, -0.126], [3.025, -1.237, 0.130], [2.271, -0.183, 0.086], [-0.967, -1.012, 0.056], [2.647, 1.205, -0.048], [-2.851, 0.287, 0.516], [-2.127, -0.436, -0.623], [0.138, 0.195, -1.023], [-1.020, -1.777, 0.797], [4.172, -1.186, 0.137], [2.659, -2.310, 0.283], [2.288, 1.770, 0.752], [2.235, 1.534, -1.049], [3.718, 1.334, -0.401], [-3.840, 0.621, 0.120], [-3.157, -0.321, 1.398], [-2.279, 0.975, 1.018], [-1.888, 0.243, -1.247], [-2.633, -1.206, -1.032]], "nbo_charge": [-0.164, -0.429, 0.157, -0.177, -0.709, -0.433, -0.493, 0.141, 0.246, 0.250, 0.240, 0.243, 0.233, 0.273, 0.240, 0.255, 0.247, 0.434, 0.447]}

=====

{"formula": "C6H12O", "method": "ωB97M-V/def2-TZVPD", "e_tot_ev": -8463.248, "relative_energy_kj_mol": 106.7, "smiles": "CC(C)[C@H]1C[C@H]1O", "molar_mass_g_mol": 100.16, "species": ["C", "C", "C", "C", "C", "C", "O", "H", "H", "H", "H", "H", "H", "H", "H", "H", "H", "H", "H"], "xyz": [[1.461, 1.105, 0.274], [0.683, -0.210, 0.169], [1.536, -1.279, -0.517], [-0.631, -0.012, -0.564], [-1.843, -0.838, -0.199], [-1.804, 0.616, 0.140], [-1.706, 0.917, 1.503], [0.893, 1.870, 0.820], [2.412, 0.959, 0.800], [1.689, 1.508, -0.722], [0.444, -0.547, 1.187], [2.456, -1.468, 0.049], [1.827, -0.950, -1.524], [0.991, -2.224, -0.614], [-0.522, 0.230, -1.624], [-2.519, -1.176, -0.981], [-1.738, -1.516, 0.645], [-2.446, 1.290, -0.432], [-1.185, 1.726, 1.589]], "nbo_charge": [-0.595, -0.225, -0.600, -0.246, -0.438, 0.078, -0.704, 0.192, 0.210, 0.202, 0.211, 0.207, 0.199, 0.212, 0.212, 0.218, 0.224, 0.173, 0.468]}

=====

{"formula": "C14H22BIOS2", "method": "ωB97M-V/def2-TZVPD", "e_tot_ev": -47369.789, "smiles": "CCSCB(CSCC)CC(=O)I.c1ccccc1", "molar_mass_g_mol": 408.18, "species": ["C", "C", "S", "C", "B", "C", "S", "C", "C", "C", "C", "O", "I", "H", "H", "H", "H", "H", "H", "H", "H", "H", "H", "H", "H", "H", "H", "H", "H", "C", "C", "C", "C", "C", "C", "H", "H", "H", "H", "H", "H"], "xyz": [[2.994, 0.040, 0.773], [1.894, -1.021, 0.962], [0.342, -0.349, 1.600], [-0.576, 0.216, 0.141], [-0.711, 1.772, 0.042], [-0.801, 2.436, -1.387], [0.254, 3.898, -1.569], [1.917, 3.248, -1.215], [2.576, 3.923, -0.028], [-0.773, 2.730, 1.294], [-1.339, 2.093, 2.518], [-2.321, 1.390, 2.569], [-0.284, 2.611, 4.373], [3.131, 0.248, -0.278], [2.684, 0.950, 1.255], [3.937, -0.280, 1.184], [2.205, -1.713, 1.728], [1.740, -1.608, 0.068], [-1.559, -0.242, 0.094], [-0.057, -0.134, -0.744], [-1.811, 2.825, -1.463], [-0.646, 1.738, -2.198], [2.521, 3.424, -2.088], [1.833, 2.181, -1.076], [2.303, 4.968, -0.025], [2.277, 3.495, 0.915], [3.652, 3.874, -0.101], [0.201, 3.144, 1.502], [-1.404, 3.579, 1.054], [-2.023, -4.202, 0.560], [-1.095, -3.394, -0.081], [-1.089, -3.310, -1.466], [-2.008, -4.036, -2.211], [-2.933, -4.848, -1.569], [-2.940, -4.930, -0.184], [-2.032, -4.262, 1.641], [-0.379, -2.827, 0.500], [-0.367, -2.678, -1.968], [-2.004, -3.969, -3.292], [-3.647, -5.417, -2.149], [-3.663, -5.562, 0.316]], "nbo_charge": [-0.625, -0.534, 0.213, -0.967, 1.014, -0.927, 0.204, -0.526, -0.615, -0.968, 0.543, -0.525, -0.017, 0.202, 0.216, 0.217, 0.230, 0.214, 0.283, 0.242, 0.269, 0.226, 0.220, 0.209, 0.217, 0.204, 0.213, 0.286, 0.285, -0.230, -0.164, -0.229, -0.219, -0.214, -0.210, 0.216, 0.205, 0.203, 0.211, 0.213, 0.213]}

=====

Computed E_HOMO, in the same sequence as the records: -7.8 -13.5 -9.7 -8.6 eV.
Computed LUMO energy, in the same sequence as the records: 0.65 -3.15 0.97 0.28 eV.
Computed largest force on an atom, in the same sequence as the records: 1.213 6.182 0.322 2.293 eV/A.